(1)
{
  "formula": "C8H10N6O",
  "method": "ωB97M-V with the def2-TZVPD basis set",
  "total_energy_ev": -19437.2741,
  "total_charge": 0,
  "multiplicity": 1,
  "e_homo_ev": [-7.24, -7.24],
  "homo_lumo_gap_ev": [6.64, 6.64],
  "symbols": ["C", "C", "C", "C", "C", "C", "C", "C", "N", "N", "N", "N", "N", "N", "O", "H", "H", "H", "H", "H", "H", "H", "H", "H", "H"],
  "positions_angstrom": [[2.58477, 1.20291, -1.25616], [2.28580, -0.11848, -1.49479], [2.20672, 1.71691, 0.02264], [1.59130, -0.85889, -0.57395], [1.54270, 0.96719, 0.94734], [1.19374, -0.37337, 0.67877], [-1.71950, 0.56735, 0.66449], [0.40243, -1.11857, 1.60294], [-1.99743, -1.61717, 0.03518], [-1.41261, -3.75356, -0.62434], [-3.80526, 2.48902, -1.07613], [-1.31325, -2.67903, 0.02405], [-2.93026, 2.29031, -0.21700], [-1.36362, -0.68803, 0.74826], [-2.65043, 0.89814, -0.21363], [3.34689, 1.69360, -1.85591], [2.55339, -0.61876, -2.44496], [2.49408, 2.79767, 0.41770], [1.21222, -1.79656, -1.13934], [1.16181, 1.46790, 1.81607], [-1.20667, 1.33301, 1.24184], [0.59636, -2.21011, 1.60263], [0.03846, -0.66221, 2.50085], [-0.60482, -4.31306, -0.40159], [-4.20680, 3.38379, -1.00495]],
  "nbo_charge": [-0.21, -0.19, -0.20, -0.19, -0.21, -0.12, 0.31, -0.16, -0.23, -0.50, -0.32, -0.05, 0.13, -0.15, -0.34, 0.22, 0.22, 0.22, 0.24, 0.21, 0.20, 0.26, 0.21, 0.31, 0.35]
}



(2)
{
  "formula": "C8H10NP",
  "method": "ωB97M-V with the def2-TZVPD basis set",
  "total_energy_ev": -19235.4962,
  "total_charge": 0,
  "multiplicity": 1,
  "e_homo_ev": -8.88,
  "smiles": "C[C@H]1CPc2cccnc21",
  "homo_lumo_gap_ev": 9.60,
  "symbols": ["C", "C", "C", "P", "C", "C", "C", "C", "N", "C", "H", "H", "H", "H", "H", "H", "H", "H", "H", "H"],
  "positions_angstrom": [[-1.60544, 1.30037, -0.86091], [-1.18829, 0.69937, 0.54063], [-1.80592, -0.65011, 0.99176], [-1.06167, -2.00375, -0.10250], [0.45404, -1.05706, 0.02769], [1.74248, -1.42174, -0.38209], [2.76928, -0.48832, -0.22964], [2.44717, 0.74015, 0.29995], [1.20917, 1.17713, 0.48518], [0.23476, 0.33018, 0.28667], [-1.42370, 0.67750, -1.63525], [-1.12338, 2.25288, -0.86669], [-2.59718, 1.61016, -0.80308], [-1.40926, 1.27761, 1.43183], [-1.42343, -1.03072, 1.90662], [-2.84275, -0.57782, 1.03094], [-1.42945, -1.41240, -1.46369], [2.03543, -2.33524, -0.70737], [3.73441, -0.61244, -0.44967], [3.28375, 1.52424, 0.49962]],
  "nbo_charge": [-0.60, -0.26, -0.63, 0.54, -0.39, -0.14, -0.27, 0.06, -0.44, 0.25, 0.21, 0.23, 0.21, 0.23, 0.22, 0.22, -0.05, 0.21, 0.21, 0.19]
}



(3)
{
  "formula": "C8H10O",
  "method": "ωB97M-V with the def2-TZVPD basis set",
  "total_energy_ev": -10504.8795,
  "total_charge": 0,
  "multiplicity": 1,
  "e_homo_ev": -9.41,
  "smiles": "C=Cc1ccccc1.O",
  "homo_lumo_gap_ev": 10.23,
  "symbols": ["C", "C", "C", "C", "C", "C", "C", "C", "H", "H", "H", "H", "H", "H", "H", "H", "O", "H", "H"],
  "positions_angstrom": [[1.68549, 0.08078, -2.28358], [1.41579, 0.09929, -0.98091], [0.04045, 0.13142, -0.43692], [-0.63187, -1.03307, -0.06063], [-1.89079, -0.97261, 0.51916], [-2.48601, 0.25381, 0.75782], [-1.82968, 1.42321, 0.40515], [-0.52937, 1.34977, -0.08571], [2.68652, 0.11625, -2.68344], [0.88002, 0.01491, -3.01477], [2.28620, 0.08818, -0.33366], [-0.23576, -2.00502, -0.33601], [-2.39811, -1.88529, 0.80851], [-3.49169, 0.30785, 1.15028], [-2.27617, 2.38720, 0.59376], [0.01462, 2.25868, -0.29607], [2.58774, -0.82458, 1.92333], [1.78845, -1.16343, 1.51441], [2.38418, -0.62735, 2.83928]],
  "nbo_charge": [-0.37, -0.22, -0.08, -0.21, -0.21, -0.22, -0.20, -0.19, 0.20, 0.19, 0.23, 0.21, 0.21, 0.21, 0.21, 0.22, -0.95, 0.47, 0.47]
}



(4)
{
  "formula": "C8H10O",
  "method": "ωB97M-V with the def2-TZVPD basis set",
  "total_energy_ev": -10498.5372,
  "total_charge": 0,
  "multiplicity": 1,
  "e_homo_ev": -7.26,
  "homo_lumo_gap_ev": 7.59,
  "symbols": ["C", "C", "C", "C", "C", "C", "C", "C", "H", "H", "H", "H", "H", "H", "H", "H", "H", "H", "O"],
  "positions_angstrom": [[-1.46976, 2.68538, -0.55012], [-0.59647, 1.68059, -1.27838], [-0.08909, 0.85002, -0.29614], [-0.94061, -0.74007, 1.42606], [0.05201, -1.61761, 1.10977], [0.96253, -1.36901, -0.07161], [2.08926, -2.23469, -0.46438], [0.73837, -0.16970, -0.73612], [-2.09724, 3.58830, -1.37825], [-0.58696, 3.14998, 0.50057], [-2.06091, 1.97997, 0.05873], [-0.21396, 2.09174, -2.16690], [-1.26592, -0.72330, 2.39552], [0.12422, -2.45705, 1.73394], [1.64107, -3.06403, -0.86245], [2.78887, -1.88136, -1.21428], [2.54811, -2.56378, 0.53363], [1.32884, 0.52040, -1.67110], [-0.83545, 0.60619, 0.90451]],
  "nbo_charge": [-0.62, -0.30, 0.25, 0.13, -0.25, -0.05, -0.62, -0.19, 0.22, 0.19, 0.23, 0.22, 0.19, 0.22, 0.22, 0.23, 0.22, 0.23, -0.52]
}



(5)
{
  "formula": "C8H10O4S",
  "method": "ωB97M-V with the def2-TZVPD basis set",
  "total_energy_ev": -27479.0329,
  "total_charge": 0,
  "multiplicity": 1,
  "e_homo_ev": -8.22,
  "smiles": "COC(=O)O/C(C)=C1\\SC=C[C@@H]1O",
  "homo_lumo_gap_ev": 8.78,
  "symbols": ["C", "O", "C", "O", "O", "C", "C", "C", "S", "C", "C", "C", "O", "H", "H", "H", "H", "H", "H", "H", "H", "H", "H"],
  "positions_angstrom": [[2.43161, -1.24445, -1.59141], [1.57504, -0.27567, -2.48702], [0.36729, -0.10680, -1.91658], [-0.24438, 0.88193, -2.26729], [-0.02644, -1.33233, -1.14829], [-0.92089, -0.79137, -0.25082], [-2.34357, -0.49176, -0.81163], [-0.36796, -0.45111, 0.89460], [1.21998, -0.90989, 1.33331], [1.01556, -0.50688, 3.09100], [-0.15851, 0.01688, 3.26202], [-0.97532, 0.05002, 2.05566], [-2.22940, -0.62741, 2.29107], [3.24855, -0.73224, -1.03056], [2.82905, -2.10371, -2.10155], [1.65049, -1.59722, -0.72632], [-2.23757, -0.87874, -1.84467], [-2.61525, 0.57399, -0.83483], [-3.06435, -1.11553, -0.32518], [1.78026, -0.66147, 3.94370], [-0.69637, 0.38519, 4.15153], [-1.21571, 1.09149, 2.15753], [-2.13265, -1.54492, 2.37454]],
  "nbo_charge": [-0.31, -0.50, 0.98, -0.55, -0.54, 0.33, -0.66, -0.29, 0.29, -0.33, -0.23, 0.01, -0.71, 0.20, 0.20, 0.24, 0.23, 0.25, 0.23, 0.25, 0.23, 0.21, 0.47]
}



(6)
{
  "formula": "C8H10S2",
  "method": "ωB97M-V with the def2-TZVPD basis set",
  "total_energy_ev": -30125.0228,
  "total_charge": 0,
  "multiplicity": 1,
  "e_homo_ev": [-7.20, -7.18],
  "homo_lumo_gap_ev": [6.41, 6.51],
  "symbols": ["C", "C", "C", "C", "C", "C", "C", "C", "S", "S", "H", "H", "H", "H", "H", "H", "H", "H", "H", "H"],
  "positions_angstrom": [[-1.81312, -1.82475, 1.77855], [-0.41917, -2.07725, 1.62341], [-2.30270, -0.73941, 1.06336], [0.38720, -1.38696, 0.79492], [-1.50292, -0.02443, 0.16878], [-0.07620, -0.24494, 0.16357], [2.16593, 0.60922, -0.78505], [0.74335, 0.71546, -0.45229], [-1.16229, 2.42682, -2.87953], [-0.01597, 2.20877, -0.74145], [-2.59453, -2.21626, 2.37927], [0.06319, -2.75549, 2.37144], [-3.18518, -0.26448, 1.46950], [1.47657, -1.45706, 1.00896], [-1.81079, 0.83446, -0.36374], [2.29535, 0.50544, -1.88205], [2.68029, 1.59245, -0.40366], [2.53677, -0.14422, -0.19383], [-0.79111, 1.29531, -3.24779], [1.19690, 2.93965, -1.12235]],
  "nbo_charge": [-0.24, -0.18, -0.19, -0.24, -0.21, -0.08, -0.63, -0.25, -0.41, 0.43, 0.22, 0.21, 0.21, 0.21, 0.21, 0.23, 0.21, 0.22, 0.10, 0.17]
}



(7)
{
  "formula": "C8H11BN2O2",
  "method": "ωB97M-V with the def2-TZVPD basis set",
  "s2": 2.02,
  "total_energy_ev": -16220.5888,
  "total_charge": 0,
  "multiplicity": 3,
  "e_homo_ev": [-3.43, -7.72],
  "homo_lumo_gap_ev": [3.85, 6.25],
  "symbols": ["B", "C", "C", "C", "C", "C", "C", "C", "C", "N", "N", "O", "O", "H", "H", "H", "H", "H", "H", "H", "H", "H", "H", "H"],
  "positions_angstrom": [[-2.46209, 0.44501, -0.25650], [0.71135, -2.09245, 0.02725], [2.01526, -1.51166, -0.11474], [-0.17342, 0.10966, 0.05196], [-0.34209, -1.26060, 0.08583], [2.15800, -0.12297, -0.26785], [1.01550, 0.74826, -0.06182], [-1.74024, -1.90472, 0.26237], [0.32588, 2.71337, 0.76196], [-2.74426, -0.92695, -0.03307], [3.33927, 0.48066, -0.52063], [-3.17215, 1.39275, -0.75416], [1.33296, 2.10539, 0.06836], [0.52177, -3.09708, -0.04634], [2.84241, -2.17306, -0.26427], [-1.79778, -2.69938, -0.38051], [-1.85448, -2.24553, 1.28583], [-0.59570, 2.70896, 0.06140], [0.55558, 3.79888, 0.97366], [-0.14692, 2.32448, 1.66262], [-3.61524, -1.46909, -0.29354], [4.29076, 0.01524, -0.33477], [3.46784, 1.49097, -0.72215], [-3.93222, 1.16987, -1.19091]],
  "nbo_charge": [1.05, -0.32, -0.33, -0.35, 0.03, 0.21, 0.21, -0.22, -0.27, -0.92, -0.71, -0.90, -0.50, 0.19, 0.20, 0.19, 0.20, 0.18, 0.18, 0.19, 0.39, 0.40, 0.42, 0.49]
}



(8)
{
  "formula": "C8H11BrO",
  "method": "ωB97M-V with the def2-TZVPD basis set",
  "total_energy_ev": -80562.9411,
  "total_charge": 0,
  "multiplicity": 1,
  "e_homo_ev": -8.48,
  "smiles": "C=C(Br)C(C)(C)C(C)=C=O",
  "homo_lumo_gap_ev": 9.16,
  "symbols": ["C", "C", "Br", "C", "C", "C", "C", "C", "C", "O", "H", "H", "H", "H", "H", "H", "H", "H", "H", "H", "H"],
  "positions_angstrom": [[1.25050, -1.93033, -1.47957], [1.17978, -0.99514, -0.55169], [2.76667, -0.59029, 0.45304], [-0.05270, -0.23211, -0.09625], [-0.57990, -1.01206, 1.11984], [-1.12968, -0.21067, -1.19226], [0.23764, 1.22575, 0.28324], [-0.47042, 1.82539, 1.48480], [0.93041, 2.05338, -0.44281], [1.58076, 2.81215, -1.04396], [0.39503, -2.21386, -2.06665], [2.17104, -2.44408, -1.68729], [0.12669, -0.97274, 1.94646], [-0.71561, -2.05442, 0.83654], [-1.53429, -0.61931, 1.45626], [-1.95981, 0.41443, -0.86951], [-1.52337, -1.20451, -1.39311], [-0.72926, 0.21208, -2.11114], [-0.32634, 2.90237, 1.50044], [-1.53955, 1.62274, 1.44033], [-0.07758, 1.41124, 2.41328]],
  "nbo_charge": [-0.43, -0.01, 0.03, -0.11, -0.60, -0.59, -0.35, -0.58, 0.73, -0.46, 0.21, 0.22, 0.22, 0.22, 0.21, 0.22, 0.21, 0.22, 0.22, 0.21, 0.21]
}



(9)
{
  "formula": "C8H11CdClN2O5S2",
  "method": "ωB97M-V with the def2-TZVPD basis set",
  "total_energy_ev": -60424.4737,
  "total_charge": 2,
  "multiplicity": 1,
  "e_homo_ev": -14.66,
  "homo_lumo_gap_ev": 1.74,
  "symbols": ["O", "S", "O", "O", "C", "C", "Cl", "C", "C", "C", "C", "S", "C", "N", "N", "C", "O", "O", "H", "H", "H", "H", "H", "H", "H", "H", "H", "H", "H", "Cd"],
  "positions_angstrom": [[3.50369, 2.40420, -0.25664], [3.82470, 1.11713, -0.71639], [5.18056, 0.90929, -1.01287], [3.47184, 0.13528, 0.70028], [2.04596, -0.17924, 0.56524], [1.53578, 0.16890, -0.84334], [0.69176, 1.74519, -1.01181], [0.64676, -0.86370, -1.54201], [-0.14011, -1.79127, -0.61030], [-0.95865, -1.10827, 0.51922], [-2.40908, -1.60252, 0.61126], [-3.61262, -0.68801, -0.39613], [-3.49694, 0.91557, 0.28026], [-4.16820, 1.47726, 1.21885], [-3.64586, 2.72956, 1.32558], [-2.70709, 2.87668, 0.48960], [-2.56191, 1.73023, -0.23880], [2.79163, 0.40951, -1.62712], [1.37278, 0.33972, 1.24738], [1.91116, -1.24618, 0.75067], [0.02426, -0.35405, -2.26538], [1.31830, -1.49337, -2.13506], [-0.86644, -2.29407, -1.24834], [0.48428, -2.59446, -0.22209], [-0.88842, -0.02275, 0.50189], [-0.49571, -1.39924, 1.46901], [-2.73007, -1.45626, 1.64399], [-2.50442, -2.65926, 0.38058], [-2.06983, 3.72099, 0.31427], [4.45190, -0.92688, 2.10819]],
  "nbo_charge": [-0.81, 2.53, -0.82, -0.90, -0.18, 0.25, 0.06, -0.46, -0.42, -0.44, -0.54, 0.48, 0.23, -0.22, -0.23, 0.29, -0.43, -0.64, 0.26, 0.22, 0.27, 0.26, 0.26, 0.21, 0.22, 0.21, 0.26, 0.26, 0.23, 1.60]
}



(10)
{
  "formula": "C8H11ClNOP",
  "method": "ωB97M-V with the def2-TZVPD basis set",
  "total_energy_ev": -33822.5185,
  "total_charge": 0,
  "multiplicity": 1,
  "e_homo_ev": -9.89,
  "homo_lumo_gap_ev": 9.04,
  "symbols": ["C", "C", "C", "C", "C", "C", "C", "C", "N", "O", "P", "Cl", "H", "H", "H", "H", "H", "H", "H", "H", "H", "H", "H"],
  "positions_angstrom": [[3.61224, -0.98297, 0.27964], [2.87114, -2.13394, 0.09301], [3.04724, 0.22783, 0.67040], [1.47988, -2.08697, 0.21635], [1.63176, 0.33873, 0.73590], [0.86769, -0.83044, 0.49943], [-2.84068, 1.13476, 0.89318], [-1.52215, 0.56206, -1.17019], [-1.68567, 0.45768, 0.27780], [-1.16890, -0.98344, 2.39432], [-0.94111, -0.86157, 0.97456], [-2.04567, -2.92102, -0.47671], [4.77807, -0.96557, 0.29044], [3.42204, -3.02761, -0.28636], [3.76890, 1.03782, 0.59482], [0.72327, -2.91512, 0.14876], [0.99682, 1.15576, 1.04173], [-3.86231, 0.54791, 0.66420], [-2.77852, 1.15640, 1.94656], [-2.80805, 2.24358, 0.81169], [-1.13572, -0.41444, -1.62786], [-2.53363, 0.67450, -1.64454], [-0.71690, 1.34271, -1.34326]],
  "nbo_charge": [-0.18, -0.21, -0.22, -0.18, -0.19, -0.40, -0.44, -0.44, -0.79, -1.02, 2.12, -0.58, 0.22, 0.23, 0.23, 0.26, 0.23, 0.22, 0.23, 0.22, 0.24, 0.23, 0.21]
}